A cluster of 11 separate species, C49H98F12N4O11 in total, computed with the ωB97M-V functional and the def2-TZVPD basis.

```
174
Properties=species:S:1:pos:R:3:lowdin_charge:R:1
C 6.94636 -2.35669 -14.91775 -0.09
C 7.91270 -2.16545 -16.09355 -0.24
N 8.68421 -3.41640 -16.40886 -0.19
C 7.78909 -4.52388 -16.88769 -0.23
C 7.10913 -4.28431 -18.23288 -0.09
C 9.77583 -3.07165 -17.32864 -0.26
C 10.70751 -4.30757 -17.41927 -0.08
H 7.28255 -3.09768 -14.19248 0.07
H 5.96752 -2.69476 -15.25789 0.06
H 6.78572 -1.38994 -14.44060 0.07
H 7.33845 -1.95101 -16.99486 0.10
H 8.64143 -1.38444 -15.87661 0.11
H 8.31271 -5.47148 -17.01411 0.10
H 7.01729 -4.63165 -16.12558 0.10
H 6.58899 -5.18784 -18.55099 0.07
H 6.29695 -3.56268 -18.14502 0.06
H 7.80722 -3.97790 -19.01191 0.06
H 10.28144 -2.22516 -16.86397 0.10
H 9.45527 -2.73773 -18.31548 0.10
H 10.99814 -4.86610 -16.52951 0.08
H 11.61380 -3.92033 -17.88488 0.06
H 10.27437 -5.08718 -18.04593 0.05
C -0.89066 3.36565 -16.62777 -0.08
C -2.09660 2.54165 -16.02615 -0.24
N -1.78072 1.06856 -15.86658 -0.15
C -0.63922 0.90081 -15.00388 -0.28
C -0.19547 -0.57730 -15.07158 -0.10
C -2.94827 0.25327 -15.34553 -0.26
C -4.27862 0.57632 -15.96511 -0.11
H -1.21670 4.33073 -17.01560 0.07
H -0.58047 2.80383 -17.50881 0.08
H -0.15845 3.44358 -15.82409 0.05
H -2.62737 3.04199 -15.21618 0.11
H -2.88886 2.65439 -16.76623 0.09
H 0.17185 1.55540 -15.32290 0.09
H -0.77031 1.05300 -13.93254 0.11
H 0.80766 -0.61677 -14.64698 0.06
H -0.81742 -1.20167 -14.43014 0.06
H -0.11122 -1.06337 -16.04356 0.08
H -3.05160 0.33719 -14.26369 0.11
H -2.74941 -0.81417 -15.44106 0.10
H -4.62681 1.55490 -15.63458 0.07
H -5.01630 -0.19029 -15.72797 0.07
H -4.18229 0.55493 -17.05063 0.08
C 5.07743 -9.83183 -16.27839 -0.08
C 3.83900 -8.94410 -16.00758 -0.27
N 4.08162 -8.01379 -14.92205 -0.18
C 3.07035 -6.87383 -14.91991 -0.21
C 1.57635 -7.22533 -14.52296 -0.08
C 4.20966 -8.61844 -13.55698 -0.24
C 4.60208 -7.55703 -12.50976 -0.09
H 5.95930 -9.19352 -16.22379 0.07
H 5.04314 -10.25069 -17.28411 0.07
H 5.16250 -10.61181 -15.52176 0.06
H 3.51620 -8.39823 -16.89411 0.11
H 3.03006 -9.59141 -15.66891 0.10
H 3.41920 -6.09290 -14.24421 0.08
H 3.03444 -6.32621 -15.86167 0.10
H 1.08803 -7.91123 -15.21518 0.06
H 1.47120 -7.65906 -13.52851 0.05
H 0.93467 -6.34466 -14.49536 0.06
H 4.94480 -9.41803 -13.64823 0.10
H 3.30737 -9.09312 -13.17145 0.10
H 5.50959 -7.05148 -12.83983 0.07
H 4.82488 -7.92576 -11.50851 0.07
H 3.82199 -6.80548 -12.38838 0.06
C 1.19354 -18.30995 -18.75506 -0.09
C 0.95584 -16.81298 -18.98116 -0.26
N 1.02147 -16.42209 -20.38665 -0.19
C 0.51392 -15.05653 -20.58838 -0.26
C -0.19877 -14.82562 -21.94176 -0.08
C 2.29234 -16.64825 -21.08178 -0.22
C 3.54040 -15.85843 -20.49978 -0.07
H 2.25033 -18.55289 -18.86586 0.06
H 0.63216 -18.95516 -19.43082 0.08
H 0.86556 -18.66688 -17.77878 0.07
H -0.06084 -16.69967 -18.60482 0.11
H 1.62635 -16.16370 -18.41818 0.10
H 1.33830 -14.34347 -20.59557 0.09
H -0.06071 -14.76763 -19.70836 0.11
H -0.86229 -15.68598 -22.02912 0.07
H 0.44466 -14.87731 -22.82007 0.06
H -0.66005 -13.83926 -21.89265 0.07
H 2.58438 -17.69822 -21.10121 0.10
H 2.22406 -16.46445 -22.15400 0.10
H 3.67734 -16.05043 -19.43559 0.05
H 4.48781 -16.08754 -20.98764 0.06
H 3.44877 -14.78172 -20.64257 0.05
C 4.42053 -16.99721 -14.59319 -0.06
C 4.24106 -16.16949 -13.31566 -0.18
O 3.18687 -15.19027 -13.43759 0.02
C 1.90816 -15.60570 -13.47697 -0.35
O 1.55996 -16.77554 -13.66801 0.13
C 0.90269 -14.49512 -13.39272 -0.54
F -0.08271 -14.57084 -14.32300 0.16
F 0.37194 -14.50177 -12.19271 0.20
F 1.58387 -13.32257 -13.47514 0.14
H 3.53227 -17.47915 -15.00164 0.07
H 5.22995 -17.71115 -14.44085 0.08
H 4.80659 -16.25343 -15.29022 0.08
H 5.14665 -15.63270 -13.03306 0.13
H 3.96935 -16.84824 -12.50722 0.12
C -4.57305 -5.01457 -17.97604 -0.06
C -3.36221 -5.70953 -17.34658 -0.20
O -2.67201 -6.28849 -18.43441 -0.02
C -2.89195 -7.57384 -18.84303 -0.31
O -3.89611 -8.23579 -18.56797 0.13
C -1.76352 -8.07294 -19.81604 -0.51
F -0.73691 -7.19005 -19.85537 0.15
F -1.29642 -9.28944 -19.38820 0.14
F -2.31429 -8.12293 -21.00976 0.19
H -5.24160 -4.54845 -17.25226 0.08
H -5.16650 -5.65793 -18.62566 0.08
H -4.22691 -4.21266 -18.62814 0.08
H -3.66411 -6.47666 -16.63350 0.13
H -2.62574 -5.00891 -16.95311 0.13
C 3.20614 -6.61900 -5.90094 -0.06
C 1.83720 -6.62646 -6.57521 -0.22
O 1.71157 -7.85275 -7.29293 0.00
C 0.49276 -8.26825 -7.75871 -0.36
O -0.51026 -7.66985 -7.55984 0.18
C 0.49450 -9.53425 -8.61196 -0.56
F -0.23405 -9.37809 -9.72258 0.17
F 1.69588 -9.93140 -8.94892 0.20
F -0.13328 -10.49490 -7.88686 0.15
H 3.30016 -7.45545 -5.20841 0.08
H 3.25878 -5.66192 -5.38197 0.08
H 3.99557 -6.71104 -6.64688 0.08
H 1.78084 -5.78255 -7.26276 0.13
H 1.08043 -6.57618 -5.79234 0.13
C 11.11859 -3.78915 -22.88666 -0.07
C 9.99299 -4.78088 -22.95445 -0.20
O 10.51786 -5.97783 -22.35634 0.05
C 9.72462 -6.95588 -22.03993 -0.39
O 8.53178 -7.01440 -22.32267 0.14
C 10.40146 -8.14120 -21.35947 -0.56
F 10.16519 -9.24739 -22.02186 0.20
F 11.68550 -7.94899 -21.14504 0.19
F 9.82524 -8.35171 -20.12467 0.12
H 10.89269 -2.87516 -23.43593 0.08
H 11.99035 -4.22746 -23.37248 0.08
H 11.41919 -3.56701 -21.86275 0.08
H 9.64034 -4.99594 -23.96315 0.13
H 9.13021 -4.33399 -22.46049 0.13
C 10.27045 -9.69766 -13.48504 -0.03
C 11.43039 -10.62808 -13.74498 -0.44
O 12.58331 -10.28116 -13.42113 0.03
C 11.18224 -12.01187 -14.42762 -0.02
H 9.36301 -10.11343 -13.04710 0.08
H 9.97844 -9.20657 -14.41330 0.08
H 10.67153 -8.93391 -12.81876 0.08
H 10.65108 -12.70679 -13.77720 0.08
H 12.11667 -12.50167 -14.70153 0.07
H 10.58591 -11.78464 -15.31129 0.07
C 4.29299 -10.90425 -23.76122 -0.03
C 3.80062 -11.82284 -24.89635 -0.49
O 4.29613 -12.91520 -25.05871 0.06
C 2.66281 -11.30015 -25.75568 -0.02
H 4.98686 -11.38789 -23.07366 0.08
H 3.50230 -10.46650 -23.15189 0.08
H 4.86468 -10.08819 -24.20319 0.08
H 2.78962 -10.23367 -25.94179 0.08
H 1.80709 -11.34805 -25.08223 0.08
H 2.45801 -11.95038 -26.60618 0.08
C 9.06960 -3.87504 -8.19010 -0.02
C 8.70091 -2.43037 -7.95929 -0.48
O 7.72820 -2.07450 -7.28194 0.04
C 9.54952 -1.33398 -8.53523 -0.04
H 8.58313 -4.59809 -7.53539 0.08
H 10.15913 -3.86293 -8.16053 0.08
H 8.81773 -4.17073 -9.20854 0.09
H 10.27587 -0.98113 -7.80309 0.09
H 8.86779 -0.49922 -8.69809 0.08
H 10.06844 -1.50744 -9.47795 0.08
```

The SMILES is CCOC(=O)C(F)(F)F.CCOC(=O)C(F)(F)F.CCOC(=O)C(F)(F)F.CCOC(=O)C(F)(F)F.CCN(CC)CC.CCN(CC)CC.CCN(CC)CC.CCN(CC)CC.CC(C)=O.CC(C)=O.CC(C)=O. The calculation puts the HOMO energy at -8.04 eV. The frontier orbital gap is 0.3006 Ha.


A structure of composition C4Ag4O12Zn2, computed with the ωB97M-V functional and the def2-TZVPD basis.

```
22
Properties=species:S:1:pos:R:3:lowdin_spin:R:1
Zn 0.54263 -2.33134 -0.30205 0.04
Zn -0.54001 0.47409 -1.64731 0.05
Ag -1.85082 1.30892 3.11733 0.58
Ag 2.51014 1.19108 2.83433 0.17
Ag -2.55407 3.25662 -0.53562 0.21
Ag 0.17009 -1.26935 3.22774 0.40
C 2.51533 -1.48095 1.87584 0.03
O 2.57671 -1.29146 3.15475 0.37
O 3.22829 -0.84814 1.10701 0.54
O 1.61710 -2.21247 1.37447 0.18
C 1.04198 -1.24802 -2.61049 0.00
O 1.19967 -0.03279 -2.48018 0.00
O 1.76099 -1.86506 -1.91291 0.01
O -0.10977 -1.41837 -2.17119 0.01
C -0.03309 0.85469 0.78840 0.05
O 0.10989 1.10913 1.96197 0.21
O -0.37959 1.71985 0.00034 0.05
O -0.14473 -0.31788 0.31745 0.04
C -3.00519 1.09299 -2.24275 0.02
O -1.92698 1.75366 -2.49354 0.11
O -3.99405 1.53784 -1.63542 0.42
O -2.73451 0.01697 -1.72818 0.50
```

Its multiplicity is 5. For the energy above the lowest of the compared OMol25 structures with the same formula, charge and spin, the calculation gives 114.3 kcal per mole. The calculation puts the HOMO energy (spin up / spin down) at -5.27 / -8.52 eV. The frontier orbital gap (spin up / spin down) is 0.1229 / 0.1664 Ha.


A cluster of 2 separate species, C4ClF6P in total, computed with the ωB97M-V functional and the def2-TZVPD basis.

```
12
Properties=species:S:1:pos:R:3:nbo_charge:R:1
C -0.65294 -1.43647 0.02646 0.69
C -0.34121 2.01945 0.31097 0.28
C 0.54873 -1.54497 -0.45821 -0.11
C -1.11329 2.51743 1.05987 0.26
F -0.94078 -0.76769 1.16498 -0.30
F -1.84701 -1.68229 -0.63519 -0.30
F 0.32190 1.12412 -0.35112 -0.27
F 3.02373 -1.52183 -1.05040 -0.56
F 0.72358 -2.24248 -1.62931 -0.31
F -1.54024 3.52025 1.80517 -0.27
P 2.27036 -1.39589 0.31760 1.20
Cl 2.33788 -3.45826 0.77376 -0.32
```

The SMILES is FC(F)=C(F)P(F)Cl.FC#CF. The calculation puts the HOMO energy at -10.53 eV. The frontier orbital gap is 0.3788 Ha.


A cluster of 2 separate species, C4ClN3 in total, computed with the ωB97M-V functional and the def2-TZVPD basis.

```
8
Properties=species:S:1:pos:R:3:lowdin_spin:R:1
C -0.22724 -1.43954 -1.16742 0.69
C -0.84685 0.29814 1.16253 0.05
C 1.03741 0.88885 0.10185 0.06
C -0.34071 0.70778 -0.09186 0.48
N -0.20904 -2.42467 -1.66888 0.18
N -1.21838 0.01845 2.21501 0.19
N 2.17834 1.10504 0.15201 0.21
Cl -1.11085 1.77245 -1.25403 0.14
```

Its multiplicity is 3. The calculation puts the HOMO energy (spin up / spin down) at -10.26 / -12.94 eV. The frontier orbital gap (spin up / spin down) is 0.3482 / 0.2700 Ha.


A structure of composition C4F24O12P2PdS4, computed with the ωB97M-V functional and the def2-TZVPD basis.

```
47
Properties=species:S:1:pos:R:3:lowdin_spin:R:1
Pd 0.34343 -0.66870 -0.35178 1.74
C 3.47122 2.38413 0.61902 0.00
F 3.82934 2.02555 -0.61425 0.00
F 4.48210 3.03867 1.22540 0.00
F 2.48343 3.27419 0.49064 0.00
S 2.92110 0.94203 1.66178 0.00
O 1.92948 0.20561 0.90166 0.04
O 4.14512 0.18513 1.86111 0.00
O 2.40825 1.61456 2.81539 0.00
C -3.19945 0.36825 -2.82070 0.00
F -4.42608 0.88869 -3.05055 0.00
F -2.85887 -0.37023 -3.89271 0.00
F -2.35842 1.38488 -2.71605 0.00
S -3.23360 -0.66466 -1.27312 0.00
O -4.02421 -1.80664 -1.70280 0.00
O -1.83250 -0.89926 -1.00603 0.03
O -3.87955 0.15218 -0.30278 0.00
C -1.43064 -2.25824 3.69187 0.01
F -2.06126 -3.21715 3.01619 0.00
F -1.93217 -2.20495 4.94860 0.00
F -0.14871 -2.64070 3.84228 0.00
S -1.39751 -0.59727 2.82835 0.01
O -0.82350 -0.96725 1.54108 0.05
O -2.75015 -0.11764 2.78476 0.00
O -0.54001 0.13679 3.71002 0.00
C -0.90312 4.06332 -0.52014 0.00
F -1.76939 3.90594 -1.52477 0.00
F 0.32476 4.00049 -1.03677 0.00
F -1.09640 5.33258 -0.05144 0.00
S -1.14697 2.80898 0.84841 0.00
O -0.74594 1.59738 0.13417 0.02
O -0.32596 3.18191 1.96852 0.00
O -2.56105 2.87732 1.13984 0.00
P 1.73490 0.06965 -2.89238 0.00
F 1.99026 -1.06665 -4.02299 0.00
F 3.25746 0.54181 -2.96765 0.00
F 1.24753 1.09287 -4.01105 0.00
F 1.36692 1.13961 -1.72417 0.00
F 0.24068 -0.58771 -2.68599 0.01
F 2.17552 -1.02388 -1.71897 0.02
P 1.01441 -4.05038 0.13316 0.00
F 1.40766 -2.47956 0.54085 0.04
F 0.29576 -3.40367 -1.18013 0.00
F 2.39145 -4.17379 -0.69893 0.00
F 0.64578 -5.56754 -0.31027 0.00
F 1.72074 -4.55648 1.47789 0.00
F -0.38183 -3.89016 0.89545 0.00
```

Its multiplicity is 3. The charge is -4. For the energy above the lowest of the compared OMol25 structures with the same formula, charge and spin, the calculation gives 23.0 kcal per mole. The calculation puts the HOMO energy (spin up / spin down) at 1.02 / 1.03 eV. The frontier orbital gap (spin up / spin down) is 0.2778 / 0.2739 Ha.


A cluster of 2 separate species, C4F3O2 in total, computed with the ωB97M-V functional and the def2-TZVPD basis.

```
9
Properties=species:S:1:pos:R:3:nbo_charge:R:1
C -1.86642 -0.58198 0.04953 0.02
C -1.33974 0.29671 -0.62296 0.28
C 0.59145 0.47200 0.59657 0.44
C 1.52504 -0.27355 -0.00317 0.45
O -0.95079 0.63334 -1.71145 -0.62
O 0.36722 1.49178 1.24868 -0.55
F -2.47504 -0.63977 1.27371 -0.35
F 1.26991 -1.27543 -0.88699 -0.33
F 2.87838 -0.12310 0.05608 -0.34
```

The charge is -1. For the energy above the lowest of the compared OMol25 structures with the same formula, charge and spin, the calculation gives 102.8 kcal per mole. The calculation puts the HOMO energy (spin up / spin down) at -3.74 / -3.74 eV. The frontier orbital gap (spin up / spin down) is 0.2723 / 0.2723 Ha.